(1)
Computed, not measured: a cluster of 2 separate species, C10H16 in total, with the ωB97M-V functional and the def2-TZVPD basis.

Computed properties:
Relative energy (zero: lowest compared OMol25 entry of this formula, charge and spin) (kJ/mol): 68.0
Multiplicity: 1
SMILES: CCc1ccccc1.CC

Each atom is followed by the atoms it is bonded to, with distances in Å.
CARTESIAN COORDINATES (ANGSTROEM)
1 C 2.550 0.730 0.561  C2 1.536, C3 1.516, H9 1.090, H10 1.095
2 C 1.759 1.937 1.086  C1 1.536, H11 1.089, H17 1.093, H18 1.086
3 C 1.761 -0.451 0.033  C1 1.516, C4 1.401, C5 1.391
4 C 2.378 -1.708 0.002  C3 1.401, C6 1.378, H12 1.080
5 C 0.427 -0.353 -0.349  C3 1.391, C7 1.387, H13 1.088
6 C 1.653 -2.848 -0.272  C4 1.378, C8 1.387, H14 1.080
7 C -0.304 -1.498 -0.629  C5 1.387, C8 1.386, H15 1.079
8 C 0.303 -2.742 -0.575  C6 1.387, C7 1.386, H16 1.086
9 H 3.259 1.091 -0.185  C1 1.090
10 H 3.216 0.311 1.322  C1 1.095
11 H 0.707 1.681 1.202  C2 1.089
12 H 3.449 -1.720 0.139  C4 1.080
13 H 0.085 0.660 -0.552  C5 1.088
14 H 2.192 -3.772 -0.421  C6 1.080
15 H -1.377 -1.457 -0.740  C7 1.079
16 H -0.261 -3.630 -0.843  C8 1.086
17 H 1.803 2.735 0.340  C2 1.093
18 H 2.152 2.253 2.048  C2 1.086
19 C -3.332 0.434 0.099  C20 1.533, H21 1.092, H22 1.093, H23 1.081
20 C -3.030 1.750 -0.627  C19 1.533, H24 1.094, H25 1.087, H26 1.085
21 H -4.090 0.638 0.857  C19 1.092
22 H -3.846 -0.294 -0.534  C19 1.093
23 H -2.473 -0.042 0.552  C19 1.081
24 H -3.801 2.492 -0.396  C20 1.094
25 H -3.139 1.659 -1.706  C20 1.087
26 H -2.041 2.142 -0.413  C20 1.085

Here are the Mulliken charges for atoms 1 to 6, given in e:
1. C -0.434
2. C -1.172
3. C 0.232
4. C -0.532
5. C -0.160
6. C -0.579



(2)
Computed, not measured: the ion C4H13N2 with charge +1, with the ωB97M-V functional and the def2-TZVPD basis.

Computed properties:
Relative energy (zero: lowest compared OMol25 entry of this formula, charge and spin) (kJ/mol): 351.3
Multiplicity: 1
Charge: +1
SMILES: CN[N+](C)(C)C

Each atom is followed by the atoms it is bonded to, with distances in Å.
CARTESIAN COORDINATES (ANGSTROEM)
1 C -2.138 0.388 0.164  N5 1.512, H7 1.169, H8 1.070, H9 1.098
2 C 0.360 -0.185 1.430  N6 1.459, H10 1.072, H11 1.108, H12 1.105
3 C 1.541 0.938 -0.450  N6 1.517, H13 1.109, H14 1.088, H15 1.116
4 C 0.500 -1.187 -0.809  N6 1.460, H16 1.140, H17 1.092, H18 1.096
5 N -0.789 0.879 -0.312  C1 1.512, N6 1.496, H19 1.029
6 N 0.406 0.032 -0.011  C2 1.459, C3 1.517, C4 1.460, N5 1.496
7 H -2.996 0.559 -0.612  C1 1.169
8 H -2.078 -0.614 0.536  C1 1.070
9 H -2.350 1.180 0.893  C1 1.098
10 H -0.563 -0.398 1.933  C2 1.072
11 H 1.167 -0.823 1.841  C2 1.108
12 H 0.455 0.885 1.687  C2 1.105
13 H 1.665 0.706 -1.528  C3 1.109
14 H 1.067 1.894 -0.236  C3 1.088
15 H 2.421 0.605 0.149  C3 1.116
16 H 0.018 -2.081 -0.289  C4 1.140
17 H -0.115 -1.053 -1.701  C4 1.092
18 H 1.490 -1.556 -1.098  C4 1.096
19 H -0.908 1.125 -1.305  N5 1.029

Here are the Mulliken charges for atoms 1 to 6, given in e:
1. C -0.874
2. C -0.823
3. C -0.803
4. C -0.857
5. N -0.499
6. N 0.234



(3)
Computed, not measured: the molecule C6H9N, with the ωB97M-V functional and the def2-TZVPD basis.

Computed properties:
Relative energy (zero: lowest compared OMol25 entry of this formula, charge and spin) (kJ/mol): 236.2
Multiplicity: 1
SMILES: [H]/N=C(\C)C=C=CC

Each atom is followed by the atoms it is bonded to, with distances in Å.
CARTESIAN COORDINATES (ANGSTROEM)
1 C 0.449 -2.627 -1.220  C2 1.502, H8 1.100, H9 1.092, H10 1.093
2 C -0.377 -2.016 -0.124  C1 1.502, C3 1.299, H11 1.084
3 C -0.901 -0.833 -0.007  C2 1.299, C4 1.310
4 C -1.125 0.402 0.370  C3 1.310, C5 1.487, H12 1.087
5 C 0.103 1.225 0.525  C4 1.487, C6 1.504, N7 1.277
6 C -0.111 2.698 0.745  C5 1.504, H13 1.097, H14 1.094, H15 1.093
7 N 1.238 0.687 0.295  C5 1.277, H16 1.019
8 H 1.454 -2.876 -0.850  C1 1.100
9 H -0.009 -3.558 -1.562  C1 1.092
10 H 0.580 -1.948 -2.066  C1 1.093
11 H -0.675 -2.599 0.739  C2 1.084
12 H -2.116 0.841 0.459  C4 1.087
13 H -0.290 3.171 -0.228  C6 1.097
14 H -0.978 2.901 1.380  C6 1.094
15 H 0.782 3.146 1.189  C6 1.093
16 H 1.977 1.386 0.356  N7 1.019

Here are the Mulliken charges for atoms 1 to 6, given in e:
1. C -1.048
2. C -0.130
3. C 0.147
4. C -0.744
5. C 0.940
6. C -1.241